Formula: C4H11N5
Source: the OMol25 dataset
Level of theory: wB97M-V/def2-TZVPD

Last column: Mulliken charge in e.
Positions of all 20 atoms, in Å:
C (-1.4028, 1.5761, -0.1693)  -0.55
C (-1.6926, 0.2845, -0.0563)  0.53
C (-0.5579, -0.7013, -0.1126)  0.69
C (1.9451, -0.7710, -0.5167)  -0.92
N (-0.7338, -1.8885, -0.2468)  -0.43
N (-2.8786, -0.2624, 0.1897)  -0.33
N (1.0079, 0.0774, 1.4534)  -0.64
N (0.7625, 1.3205, -0.5340)  -0.55
N (0.8610, 0.0375, 0.0800)  0.48
H (-1.5721, 2.5685, -0.5136)  0.43
H (2.0502, -1.7023, 0.0419)  0.44
H (1.7384, -0.9909, -1.5648)  0.40
H (2.8931, -0.2324, -0.4459)  0.38
H (-0.1064, -2.6767, -0.3067)  0.31
H (-3.7206, 0.2952, 0.2350)  0.25
H (-2.9532, -1.2611, 0.3367)  0.25
H (1.9501, 0.2554, 1.7847)  0.30
H (0.3165, 0.6339, 1.9454)  0.27
H (1.2233, 2.0941, -0.0526)  0.35
H (0.8700, 1.3434, -1.5475)  0.31

Calculated values
- E_tot (eV) = -11754.1158
- E_HOMO (eV) = -18.1
- energy relative to the best compared isomer or geometry (same formula, charge and spin) (kJ/mol) = 511.4
- total charge = +2
- LUMO (eV) = -9.62
- strongest force on any atom (eV Å⁻¹) = 3.2